(1)
The following is a DFT calculation (the ωB97M-V functional and the def2-TZVPD basis) of an isolated ion of composition C3H2NO4S2 and charge -1 in a non-equilibrium geometry.

ΔE to the lowest compared entry with this formula, charge and spin, kJ/mol: 90.3
Net charge: -1
SMILES: O=C1N=C([O-])S[C@@H]1[SH](=O)=O
HOMO-LUMO gap, eV: 8.82
HOMO, eV: -5.546
LUMO, eV: 3.273

Each line ends with the Löwdin charge.
Element x y z (Å)
C -0.73200 0.86637 -0.08854  -0.668
C 0.36192 1.50148 1.82461  -0.691
C -0.52063 -0.54377 0.33375  -0.546
N -0.17044 1.79930 0.68802  0.100
O -1.18005 1.07420 -1.18859  -0.002
O 0.94855 2.07568 2.74376  -0.043
O 1.86077 -1.47939 -1.07192  -0.399
O -0.23342 -2.34108 -1.88088  -0.397
S 0.14585 -0.47237 1.99050  0.833
S 0.46553 -1.23012 -1.31555  0.693
H -1.34926 -1.07060 0.30450  0.011
H 0.40317 -0.17972 -2.33964  0.110

***

(2)
The following is a DFT calculation (the ωB97M-V functional and the def2-TZVPD basis) of C19H21BrN4OTl as an isolated structure in a non-equilibrium geometry.

ΔE to the lowest compared entry with this formula, charge and spin, kJ/mol: 0.0
Net charge: +1
HOMO-LUMO gap (spin up / spin down), eV: 6.34 / 6.34
HOMO (spin up / spin down), eV: -10.075 / -10.074
LUMO (spin up / spin down), eV: -3.730 / -3.731

Each line ends with the Löwdin charge.
Element x y z (Å)
Tl 0.33272 0.30628 0.23534  0.781
Br 3.57120 -5.33471 -2.98985  0.756
C 3.08099 -3.65334 -2.27643  -0.697
C 4.03234 -2.65252 -2.14575  -0.098
C 3.65845 -1.41089 -1.61453  0.018
C 2.34821 -1.11359 -1.18789  -0.362
O 2.03397 0.03500 -0.73507  -0.222
C 1.43211 -2.17899 -1.32647  -0.134
C 0.02990 -2.02112 -0.89069  -0.048
N -0.27915 -1.61954 0.29984  -0.025
C -1.64679 -1.57883 0.63541  -0.205
C -2.38263 -2.77574 0.69353  0.023
C -3.72601 -2.77345 1.05537  -0.037
C -4.34216 -1.57002 1.38038  0.001
C -3.61353 -0.36830 1.35439  -0.138
C -4.21468 0.85147 1.69935  0.034
C -3.46954 2.02381 1.67597  -0.013
C -2.14273 1.93562 1.30822  -0.085
N -1.53875 0.78110 0.97326  -0.067
C -2.24756 -0.36288 0.98535  -0.189
C 1.77273 -3.42551 -1.87605  -0.070
H 5.06226 -2.80792 -2.44642  0.111
H 4.41398 -0.63028 -1.52404  0.122
H -0.73632 -2.32366 -1.62669  0.163
H -1.88300 -3.71226 0.46263  0.129
H -4.28110 -3.70567 1.09246  0.120
H -5.39054 -1.57214 1.66739  0.126
H -5.26043 0.89185 1.98944  0.132
H -3.90756 2.97852 1.93815  0.121
H -1.49953 2.80932 1.26748  0.103
H 1.02300 -4.20378 -1.95569  0.115
N 0.04470 1.94679 -1.08099  -0.081
C 0.33322 3.31172 -0.70146  -0.244
C 1.78600 3.47528 -0.22060  -0.149
C 2.13016 2.74546 1.08982  -0.248
N 2.06777 1.30917 0.93580  -0.156
H 0.41523 1.68654 -2.01288  0.115
H -1.17101 1.75224 -1.42073  0.249
H -0.35181 3.61903 0.09580  0.096
H 0.15429 3.97182 -1.55685  0.128
H 1.96798 4.54616 -0.06461  0.126
H 2.47681 3.15934 -1.01342  0.124
H 1.43270 3.05664 1.87484  0.120
H 3.13575 3.03218 1.41525  0.122
H 2.27862 0.66511 2.01829  0.224
H 2.89359 0.90547 0.45777  0.096
H 0.17617 -0.00076 2.06560  0.011

***

(3)
The following is a DFT calculation (the ωB97M-V functional and the def2-TZVPD basis) of an isolated molecule of C16H14O6 in a non-equilibrium geometry.

ΔE to the lowest compared entry with this formula, charge and spin, kJ/mol: 300.5
Net charge: 0
SMILES: O=CC1=CCC[C@@H](C(=O)O)[C@]2(C1)Oc1ccc(O)cc1C2=O
HOMO-LUMO gap, eV: 7.85
HOMO, eV: -8.133
LUMO, eV: -0.280

Each line ends with the Löwdin charge.
Element x y z (Å)
O -0.13258 -5.45815 0.92495  0.088
O -2.55548 -0.93215 -1.92925  0.112
O -0.36937 1.82897 -0.04790  0.102
O -2.17855 2.19755 1.28132  0.145
O 1.08705 0.65076 -5.79641  0.038
O 0.60353 -0.70089 -0.49011  0.019
C 0.54343 -4.46640 0.88623  -0.253
C -1.41408 -0.65729 -1.59047  -0.330
C -1.32162 1.42736 0.64908  -0.448
C 0.51360 -2.40361 2.16087  -0.009
C -0.00665 -3.15797 1.15222  -0.156
C 2.12839 0.00998 -3.76909  0.025
C 2.09269 -0.20349 -2.37622  0.029
C -0.35687 0.25979 -3.86903  0.107
C 0.94869 0.27740 -4.52587  -0.328
C 0.86258 -0.48263 -1.80417  -0.202
C -0.38091 -0.28510 -2.51079  -0.053
C 0.22372 -0.94403 2.54529  -0.136
C -0.92990 -2.56116 0.04001  0.008
C -1.22210 -0.42858 2.24552  -0.135
C -0.82158 -1.02773 -0.25584  -0.249
C -1.52519 -0.09557 0.81480  -0.138
H -2.10530 3.13223 1.04484  0.143
H 0.22767 1.15464 -5.94802  0.146
H 1.60900 -4.56320 1.01681  0.121
H 1.37903 -2.75902 2.66829  0.100
H 3.02813 0.22002 -4.29126  0.105
H 2.89531 -0.28476 -1.71576  0.101
H -1.34376 0.50467 -4.28573  0.122
H 0.27720 -0.89453 3.64885  0.114
H 0.95979 -0.23972 2.14745  0.122
H -1.95720 -2.79956 0.13533  0.120
H -0.64666 -3.00143 -0.92302  0.140
H -1.90488 -1.29373 2.44642  0.144
H -1.31769 0.47122 2.79807  0.102
H -2.64817 -0.26223 0.65523  0.182

***

(4)
The following is a DFT calculation (the ωB97M-V functional and the def2-TZVPD basis) of an isolated ion of composition C4H5ClN3O4 and charge -1 in a non-equilibrium geometry.

ΔE to the lowest compared entry with this formula, charge and spin, kJ/mol: 0.0
Net charge: -1
SMILES: C[C@@](Cl)(/C=N/NC(=O)[O-])[N+](=O)[O-]
HOMO-LUMO gap, eV: 7.80
HOMO, eV: -4.997
LUMO, eV: 2.807

Each line ends with the Löwdin charge.
Element x y z (Å)
C -0.21350 0.70167 -0.00214  -0.250
C 3.49641 0.12691 -0.09995  -0.777
C -1.17310 -1.40747 0.77586  -0.046
C -1.40878 0.02374 0.34204  -0.723
N 0.92662 0.12797 0.12625  0.001
N 1.98804 0.73069 -0.23991  0.002
N -2.23606 0.12067 -0.88743  -0.392
O 4.19955 0.80376 -0.77389  -0.006
O -3.07072 0.99614 -0.99699  -0.007
O 3.60995 -0.82329 0.62217  0.007
O -2.09169 -0.75343 -1.77368  0.041
Cl -2.40441 1.05351 1.53183  0.608
H -0.25189 1.77737 -0.50402  0.156
H -2.04623 -1.95813 0.87423  0.068
H -0.40950 -1.77774 0.12802  0.085
H -0.79433 -1.43537 1.72110  0.056
H 1.87964 1.69300 -0.84349  0.178

***

(5)
The following is a DFT calculation (the ωB97M-V functional and the def2-TZVPD basis) of C24H34F18Ni2O16 as an isolated structure in a non-equilibrium geometry.

ΔE to the lowest compared entry with this formula, charge and spin, kJ/mol: 0.0
Net charge: 0
Spin multiplicity: 5
HOMO-LUMO gap (spin up / spin down), eV: 8.23 / 8.09
HOMO (spin up / spin down), eV: -8.206 / -8.064
LUMO (spin up / spin down), eV: 0.027 / 0.023

Each line ends with the Löwdin charge.
Element x y z (Å)
Ni -0.05839 -1.81361 -0.56230  0.631
Ni -0.36739 0.58135 0.51905  0.645
O 0.12335 -1.18844 1.43161  -0.362
H 0.39781 -1.44514 2.33345  -0.017
O 0.31388 -3.65517 -0.72400  -0.408
H 0.32547 -4.63030 -0.78336  -0.043
O -1.71277 -0.64954 -0.32161  -0.361
H -2.67891 -0.54330 -0.42061  -0.007
O 0.80715 -0.09410 -1.07895  -0.350
H 1.16505 0.01140 -1.98190  -0.038
C -2.49723 -5.43436 -3.85500  -0.060
C -1.54568 -4.25739 -3.57130  -0.227
O -2.04334 -3.10254 -4.16587  0.045
C -1.50625 -1.96159 -3.73197  -0.302
O -0.59791 -1.88318 -2.92265  0.103
C -2.03822 -0.68561 -4.55388  -0.459
F -0.93439 0.01129 -4.92352  0.141
F -2.66608 -1.08010 -5.68535  0.148
F -2.88469 0.09237 -3.84204  0.152
H -2.70351 -5.62169 -4.90878  0.071
H -3.50329 -5.13726 -3.55895  0.073
H -2.21894 -6.37537 -3.38049  0.081
H -0.57481 -4.51385 -3.99523  0.136
H -1.47515 -4.24053 -2.48371  0.111
C -5.20984 2.29648 -1.76676  -0.046
C -3.82305 2.16970 -1.07114  -0.168
O -2.79694 2.82462 -1.87713  0.029
C -1.46966 2.81450 -1.49267  -0.237
O -1.02575 2.28522 -0.47206  0.086
C -0.62688 3.65157 -2.49210  -0.498
F 0.27126 4.36566 -1.82675  0.198
F -0.05528 2.68777 -3.22735  0.165
F -1.38332 4.37665 -3.38032  0.146
H -5.99476 1.73318 -1.26208  0.078
H -5.30040 2.05991 -2.82692  0.077
H -5.45345 3.34975 -1.62752  0.073
H -3.58032 1.10845 -1.01691  0.093
H -3.87535 2.49095 -0.03087  0.114
C 0.31006 -0.65145 6.77825  -0.030
C 1.38375 -0.42202 5.67495  -0.200
O 1.78203 0.92188 5.72235  -0.005
C 1.33909 1.96659 5.00511  -0.319
O 0.27588 1.88833 4.42253  0.145
C 2.17366 3.27886 5.24401  -0.544
F 2.44908 3.87809 4.05037  0.153
F 1.56784 4.10283 6.04830  0.218
F 3.29399 2.90331 5.83575  0.180
H 0.20571 -1.73286 6.69020  0.076
H -0.60244 -0.21802 6.36887  0.066
H 0.51629 -0.36677 7.81000  0.087
H 1.10796 -0.56887 4.63069  0.104
H 2.22746 -1.09192 5.84071  0.125
C -3.54616 -1.51648 4.36392  -0.056
C -2.73206 -0.52018 3.57992  -0.240
O -3.12432 0.82005 3.74444  0.056
C -2.55850 1.75862 2.94011  -0.265
O -1.81029 1.59749 1.95065  0.087
C -2.95512 3.19800 3.39070  -0.429
F -1.81694 3.88674 3.57185  0.162
F -3.69521 3.78050 2.37623  0.127
F -3.60429 3.24774 4.62295  0.123
H -4.53632 -1.43316 3.91591  0.083
H -3.50632 -1.33432 5.43786  0.079
H -3.17255 -2.53571 4.26556  0.089
H -2.89766 -0.79433 2.53804  0.126
H -1.69327 -0.76713 3.79903  0.118
C 4.17927 -0.58434 1.32603  -0.012
C 3.44263 0.18979 2.54848  -0.218
O 3.51865 1.50202 2.28878  0.004
C 2.57373 2.07392 1.44687  -0.238
O 1.58477 1.55915 0.94103  0.124
C 3.03513 3.50187 1.08603  -0.650
F 4.04527 3.88943 1.78514  0.225
F 3.19041 3.69619 -0.17892  0.219
F 2.01899 4.32772 1.28842  0.166
H 4.31535 -1.65096 1.50465  0.074
H 5.14711 -0.16800 1.04665  0.074
H 3.57032 -0.52582 0.42389  0.062
H 4.16142 -0.01083 3.34296  0.126
H 2.42298 -0.12253 2.77403  0.103
C 2.47648 0.54503 -4.09715  -0.050
C 3.13412 -0.83222 -4.02981  -0.159
O 3.25684 -1.51697 -5.34346  -0.005
C 3.77516 -2.80286 -5.35056  -0.328
O 4.41080 -3.19530 -4.40059  0.153
C 3.81160 -3.37119 -6.77480  -0.593
F 3.13725 -4.47124 -6.76149  0.211
F 3.29578 -2.47218 -7.59435  0.186
F 5.08477 -3.69254 -7.12029  0.156
H 3.06924 1.36256 -4.50748  0.081
H 2.11944 0.77402 -3.09307  0.050
H 1.59164 0.52267 -4.73327  0.070
H 2.42828 -1.46998 -3.49769  0.114
H 4.01922 -0.93099 -3.40136  0.124

***

(6)
The following is a DFT calculation (the ωB97M-V functional and the def2-TZVPD basis) of a 5-piece molecular cluster, C18H41B2Cl2O17S4Si2 overall in a non-equilibrium geometry.

Net charge: -1
HOMO-LUMO gap, eV: 6.01
HOMO, eV: -4.575
LUMO, eV: 1.433

Each line ends with the Löwdin charge.
Element x y z (Å)
C -0.22441 -0.43270 -1.68517  -0.061
B -1.82205 -0.14148 -1.64033  -0.587
O -2.35161 0.55293 -0.41156  -0.074
B -2.95504 -0.49663 -2.84608  -0.799
C -3.88033 -1.64474 -2.13833  -0.468
Cl -3.20617 -2.56802 -0.62318  0.501
C -5.21325 -2.14095 -2.55326  -0.597
C -5.98167 -1.56915 -3.84746  -0.150
Cl -6.09183 -3.52639 -1.60982  0.409
Si -1.91670 -1.17268 -4.33923  0.523
C -0.69654 0.16993 -5.09602  -0.221
C -3.00794 -1.69322 -5.88887  -0.247
C -0.97413 -2.84837 -3.91815  -0.227
Si -3.73898 1.24563 -3.11275  0.503
C -5.25544 1.49484 -1.88886  -0.216
C -2.50551 2.73064 -2.74367  -0.211
C -4.41943 1.60476 -4.87088  -0.240
H 0.08273 -1.58683 -1.67905  0.070
H 0.37871 0.13756 -2.53671  0.080
H 0.24688 -0.01236 -0.67044  0.077
H -2.12294 -0.11557 0.32451  0.093
H -6.56034 -2.45683 -4.39676  0.087
H -6.84448 -0.83692 -3.46806  0.081
H -5.37718 -0.99357 -4.64919  0.047
H -1.20656 0.61761 -6.07573  0.045
H -0.44601 1.03083 -4.34524  0.013
H 0.31585 -0.33287 -5.47840  0.048
H -3.22060 -0.80217 -6.61626  0.025
H -3.94336 -2.33023 -5.59285  0.033
H -2.29865 -2.43570 -6.49939  0.035
H -1.11835 -3.65010 -4.77619  0.036
H 0.17809 -2.59883 -3.74622  0.038
H -1.38013 -3.26551 -2.90298  0.022
H -4.97006 1.28150 -0.77446  0.048
H -6.19150 0.82514 -2.20586  0.030
H -5.60767 2.61745 -2.08293  0.040
H -1.40033 2.48890 -3.03893  0.033
H -2.50301 2.89042 -1.56343  0.056
H -2.90993 3.72787 -3.20427  0.037
H -4.42360 0.70688 -5.61639  0.007
H -5.52090 2.06330 -4.84382  0.050
H -3.75828 2.45567 -5.38434  0.047
C 1.69069 -3.78319 0.72582  -0.159
C 1.80507 -3.46573 2.21440  -0.185
O 3.13346 -2.97900 2.39118  -0.198
S 3.59551 -2.19615 1.03689  0.672
O 3.38508 -0.78000 1.24028  -0.250
O 4.85495 -2.74951 0.59640  -0.246
O 2.41458 -2.75041 0.05909  -0.195
H 2.16686 -4.74018 0.48921  0.132
H 0.65166 -3.80090 0.38615  0.141
H 1.62894 -4.34256 2.84202  0.073
H 1.11208 -2.66783 2.50155  0.137
C 4.10132 -7.42099 5.55142  -0.173
C 4.73222 -7.23649 4.17387  -0.172
O 3.72328 -7.62833 3.24581  -0.186
S 2.26032 -7.26536 3.86906  0.713
O 1.83573 -5.99866 3.31559  -0.245
O 1.44074 -8.45424 3.83342  -0.220
O 2.74212 -7.01282 5.40593  -0.187
H 4.11053 -8.47385 5.85132  0.133
H 4.59973 -6.82094 6.31745  0.138
H 5.63226 -7.84204 4.04346  0.138
H 4.97179 -6.18419 3.98788  0.135
C 3.52727 2.46854 2.53006  -0.169
C 4.76176 2.34047 3.41851  -0.176
O 5.36047 3.63442 3.41428  -0.197
S 4.18831 4.76012 3.27540  0.698
O 3.87696 5.25295 4.59877  -0.300
O 4.51771 5.62871 2.16931  -0.222
O 2.98832 3.75938 2.81015  -0.202
H 3.79938 2.43571 1.47014  0.135
H 2.78612 1.69240 2.73879  0.134
H 5.46427 1.58932 3.04968  0.135
H 4.48189 2.10127 4.44991  0.130
C 0.61309 9.00623 4.49717  -0.180
C 0.76658 8.74344 3.00147  -0.177
O 1.88864 7.87101 2.88908  -0.187
S 1.95146 6.91579 4.20969  0.707
O 1.33228 5.65086 3.88149  -0.217
O 3.27167 7.01976 4.78644  -0.263
O 0.91236 7.76566 5.13483  -0.193
H 1.33771 9.75046 4.84297  0.130
H -0.39678 9.33470 4.75709  0.133
H 0.93307 9.66108 2.43227  0.134
H -0.10877 8.22101 2.60128  0.134